# 1
{"formula": "Cl2OV", "method": "the ωB97M-V functional and the def2-TZVPD basis", "species": ["O", "V", "Cl", "Cl"], "positions_angstrom": [[-3.58511, 2.96639, 1.90142], [-3.80059, 3.76086, 0.46750], [-5.10897, 4.66557, -1.52100], [-2.25257, 2.32703, -0.97676]], "multiplicity": 2, "s_squared": 0.84, "orbital_gap_ev": [7.0401, 7.7329]}

---

# 2
{"formula": "Cl3FMg", "method": "the ωB97M-V functional and the def2-TZVPD basis", "species": ["Mg", "F", "Cl", "Cl", "Cl"], "positions_angstrom": [[9.03490, -2.32896, -31.54267], [7.86077, -3.32620, -30.48212], [10.42657, -0.91946, -30.43574], [7.77729, -1.00082, -33.02027], [9.22222, -4.61014, -33.25343]], "total_charge": -2, "orbital_gap_ev": 7.7544, "e_above_lowest_kcal_mol": 0.0}

---

The evaluated molecular weight for the records listed, in turn: 137.849; 149.662 g mol⁻¹.